{"formula": "C21H23ClO2OsPS", "method": "ωB97M-V/def2-TZVPD", "symbols": ["H", "C", "H", "H", "H", "C", "C", "Os", "C", "S", "C", "O", "C", "H", "C", "P", "C", "H", "H", "H", "C", "H", "H", "C", "H", "H", "C", "H", "Cl", "C", "H", "C", "H", "C", "H", "C", "H", "C", "H", "C", "C", "C", "H", "H", "H", "C", "C", "H", "O", "H"], "positions_angstrom": [[0.159, 4.105, -3.215], [1.132, 2.323, -2.431], [-0.765, -1.559, 3.834], [4.311, 3.624, -4.258], [-0.186, 6.252, 0.322], [3.427, 3.261, -3.730], [-1.479, 1.872, -4.196], [0.020, 0.140, 0.100], [0.631, -4.015, 1.408], [-0.402, -2.586, 1.708], [-0.270, 4.245, -0.470], [0.593, -1.428, 1.287], [-2.220, 5.514, 0.156], [-4.124, 4.505, -0.101], [-0.842, 5.414, 0.028], [-0.344, 1.624, -1.562], [2.225, 3.974, -3.844], [1.656, -3.804, 1.717], [0.811, -2.380, 3.754], [-0.726, -3.305, 3.962], [-2.405, 0.145, -2.774], [-0.774, 2.681, -4.365], [4.453, 1.557, -2.846], [-1.491, 1.198, -2.961], [-3.938, 0.161, -5.828], [0.197, -4.864, 1.939], [2.345, 1.629, -2.321], [0.609, -4.253, 0.344], [1.476, 1.689, 1.059], [-3.261, 0.445, -5.020], [-3.960, -1.077, -3.654], [-2.368, 1.510, -5.210], [-0.719, -0.940, -0.888], [-2.477, 3.274, -0.745], [0.814, 4.165, -0.546], [-1.482, 0.686, 1.121], [-2.357, 2.068, -6.154], [-1.089, 3.190, -0.902], [0.713, -0.684, -1.267], [-3.271, -0.238, -3.802], [-3.043, 4.440, -0.222], [3.499, 2.099, -2.957], [-3.113, 2.434, -1.042], [2.386, 0.717, -1.722], [-2.450, -0.385, -1.815], [1.086, 3.524, -3.171], [-0.244, -2.451, 3.486], [2.154, 4.879, -4.465], [-2.389, 0.991, 1.806], [-2.668, 6.425, 0.563]], "lowdin_spin": [0.0034, 0.0203, 0.0000, 0.0004, -0.0026, 0.0108, 0.3051, 1.2338, 0.0004, 0.0077, 0.2514, 0.1275, 0.1607, 0.0094, 0.0132, 0.0330, 0.0030, 0.0000, 0.0002, 0.0003, 0.1225, 0.0110, 0.0004, 0.0687, -0.0010, 0.0000, 0.0120, 0.0000, 0.3713, 0.0509, 0.0104, 0.0946, 0.0199, 0.0159, 0.0057, 0.0657, 0.0010, 0.1858, 0.1277, 0.3079, 0.2693, 0.0120, -0.0030, 0.0115, 0.0010, 0.0189, 0.0021, 0.0000, 0.0352, 0.0042], "mol_weight_g_mol": 596.137, "spin_multiplicity": 5, "energy_ha": -2253.702464, "charge": 3, "de_lowest_kcal_mol": 0.00}

{"formula": "C21H23F15NO14PS", "method": "ωB97M-V/def2-TZVPD", "symbols": ["H", "C", "O", "H", "C", "O", "H", "O", "C", "H", "C", "H", "C", "F", "F", "H", "C", "C", "C", "H", "C", "O", "O", "O", "C", "F", "O", "O", "F", "H", "H", "O", "O", "C", "F", "C", "H", "O", "N", "F", "H", "C", "H", "O", "F", "H", "F", "H", "F", "H", "C", "H", "H", "C", "O", "C", "C", "H", "F", "C", "F", "S", "H", "H", "F", "F", "C", "P", "F", "C", "C", "H", "H", "F", "H", "O"], "positions_angstrom": [[3.207, -0.249, 2.021], [-6.810, 2.000, 2.753], [-7.966, 2.231, 3.496], [-1.072, 0.643, 0.123], [1.127, 3.088, 1.382], [-3.229, 2.360, 3.264], [-2.873, -0.843, -0.700], [2.079, -7.282, -1.157], [2.242, 2.052, 1.576], [3.498, 2.863, -2.501], [6.710, 2.284, -3.656], [2.413, -0.428, 3.577], [4.764, 1.184, -2.949], [0.811, 3.697, 2.524], [-1.894, -3.754, -4.169], [-0.767, -5.318, -2.454], [-5.746, 2.960, 3.180], [2.940, 0.276, 2.937], [0.202, -5.807, -2.387], [0.818, -5.219, -1.709], [-4.083, 2.718, 0.704], [1.994, 1.326, 2.651], [-6.793, 1.107, 1.964], [7.256, 2.124, -2.608], [-0.819, -2.231, -2.710], [-1.511, -1.785, -4.942], [-6.532, 5.617, 6.108], [-8.338, 3.469, 5.400], [0.020, 2.490, 0.914], [0.020, 0.054, -1.131], [3.520, 1.610, -1.258], [5.493, 1.882, -3.979], [-1.873, -1.537, -2.324], [0.970, -7.709, -1.250], [-2.961, 2.099, 0.446], [-1.838, -1.036, -0.972], [1.810, -6.392, -3.700], [0.147, -2.479, -2.055], [-4.547, 3.941, 6.408], [1.563, -9.815, -0.358], [-3.976, 3.283, 5.876], [4.126, 2.146, -1.971], [3.997, 0.612, -3.468], [-3.778, 4.566, 2.562], [-4.140, 3.839, 0.020], [4.879, 2.713, -1.426], [-5.102, 1.967, 0.337], [0.950, -4.938, -4.206], [7.738, 2.050, -5.768], [0.211, -6.532, -4.414], [0.830, -5.918, -3.758], [4.827, 0.005, 3.928], [3.868, 1.362, 4.547], [-1.026, -2.735, -4.144], [3.163, 1.922, 0.827], [-6.240, 3.620, 4.221], [4.160, 0.819, 3.648], [-5.261, 3.370, 6.862], [1.483, 4.023, 0.510], [0.520, -9.054, -0.662], [8.446, 3.646, -4.503], [-4.121, 3.188, 2.513], [4.710, 1.511, 3.011], [-1.402, 0.982, -1.582], [6.527, 3.814, -5.466], [0.120, -3.163, -4.669], [-7.645, 3.122, 4.482], [-5.362, 4.918, 5.226], [-0.249, -9.731, -1.519], [-1.026, 0.237, -0.881], [7.366, 2.965, -4.866], [-1.461, -1.802, -0.297], [-6.251, 6.490, 6.380], [-0.189, -8.857, 0.456], [5.417, 0.473, -2.445], [-0.059, -7.108, -1.823]], "mulliken_charge": [0.3068, 0.3922, -0.2860, 0.1529, 0.8732, -0.5826, 0.3474, -0.5042, 0.3192, 0.3118, 0.3372, 0.3238, -0.3282, -0.2524, -0.2612, 0.2557, 0.0952, -0.2295, -0.0294, 0.3043, 0.6920, -0.2925, -0.4635, -0.5083, 0.3448, -0.2599, -0.4381, -0.4712, -0.2348, 0.4524, 0.2394, -0.3291, -0.3393, 0.3248, -0.1608, -0.3483, 0.3831, -0.5052, -0.6300, -0.2404, 0.3145, -0.8116, 0.3043, -0.5497, -0.2258, 0.3161, -0.2164, 0.2980, -0.2547, 0.3242, -1.1279, 0.3781, 0.3105, 0.9250, -0.5327, 0.0768, -1.1165, 0.3051, -0.2499, 0.8917, -0.2411, 1.2631, 0.3123, 0.3187, -0.2488, -0.2599, 0.2398, 0.2690, -0.2469, -0.8284, 0.9094, 0.3152, 0.3603, -0.2542, 0.3480, -0.3769], "smiles": "NP(O)C1=C(S(=O)(=O)C(F)(F)F)C(=O)OC1=O.CCOC(=O)C(F)(F)F.CCOC(=O)C(F)(F)F.CCOC(=O)C(F)(F)F.CCOC(=O)C(F)(F)F", "mol_weight_g_mol": 861.419, "energy_ha": -4159.712103, "de_lowest_kcal_mol": 10.70}

{"formula": "C21H23F3N2O4S", "method": "ωB97M-V/def2-TZVPD", "symbols": ["H", "C", "F", "N", "H", "C", "O", "S", "C", "H", "H", "O", "C", "C", "C", "C", "H", "C", "H", "H", "H", "C", "H", "O", "C", "C", "C", "H", "O", "H", "C", "C", "C", "H", "C", "H", "F", "C", "H", "H", "H", "H", "H", "C", "H", "H", "H", "C", "H", "H", "C", "C", "F", "N"], "positions_angstrom": [[2.165, -1.555, 1.748], [0.282, -4.946, -1.350], [-2.903, 3.255, 1.737], [-0.354, -2.650, -0.913], [-1.678, -5.644, -0.810], [1.478, 0.365, 0.176], [1.340, 3.396, -1.766], [0.068, -1.722, 2.469], [-1.858, -4.050, -2.240], [-1.521, 0.287, 1.253], [0.789, -5.811, -0.919], [-1.148, -2.188, 1.881], [0.110, -1.374, -0.821], [1.565, 2.672, -0.665], [1.700, 4.776, -1.751], [1.094, 1.284, -0.796], [-1.183, -6.095, -2.446], [-1.708, 3.001, 1.166], [-0.119, 1.569, -2.539], [-2.238, -2.024, -1.563], [2.401, 4.925, -2.578], [0.768, 0.632, 3.715], [-0.939, -0.727, -2.579], [0.590, -2.398, 3.616], [0.464, 5.644, -1.929], [-1.159, -5.294, -1.704], [-0.070, 0.038, 2.791], [-1.385, -3.736, -3.173], [2.087, 3.107, 0.340], [-0.139, -4.091, 0.598], [-0.269, -0.422, -1.790], [0.200, 0.868, -1.784], [1.001, -0.931, 0.185], [2.201, 4.997, -0.802], [-1.744, -2.928, -1.210], [0.052, 3.863, 3.027], [-1.180, 4.199, 0.876], [0.330, -3.790, -0.347], [-0.221, 5.497, -1.098], [1.381, 0.002, 4.341], [-0.045, 5.384, -2.853], [2.147, 0.698, 0.958], [0.756, 6.689, -1.965], [-0.830, 2.170, 2.057], [-2.234, -3.237, -0.276], [-2.910, -4.256, -2.441], [1.447, 2.493, 4.530], [0.797, 2.014, 3.815], [1.368, -3.526, -0.151], [0.817, -4.653, -2.256], [-0.878, 0.786, 1.960], [0.009, 2.787, 2.977], [-1.975, 2.408, -0.005], [1.281, -1.758, 1.304]], "mulliken_charge": [0.5260, -0.8890, -0.2916, 0.3702, 0.3064, -0.2619, -0.2981, 1.3433, -0.7940, 0.6241, 0.3859, -0.6225, 0.3126, 0.4379, -0.2764, 0.0374, 0.3612, 0.8026, 0.5004, 0.6968, 0.3108, -0.5583, 0.5839, -0.7483, -0.9950, -0.6818, -0.0911, 0.2967, -0.6845, 0.3590, -0.2493, -1.3994, -0.0059, 0.3219, -0.9085, 0.4809, -0.2742, -0.7978, 0.1642, 0.5321, 0.2852, 0.4753, 0.3964, 0.2324, 0.1878, 0.3619, 0.4199, -0.9183, 0.4595, 0.3340, -0.4080, -0.4414, -0.2440, -0.0676], "smiles": "CCOC(=O)c1ccc(N2CCCCC2)c(NS(=O)(=O)c2cccc(C(F)(F)F)c2)c1", "mol_weight_g_mol": 456.486, "energy_ha": -1922.328780, "de_lowest_kcal_mol": 0.00}

{"formula": "C21H23F4", "method": "ωB97M-V/def2-TZVPD", "symbols": ["H", "C", "F", "H", "C", "F", "H", "H", "H", "H", "C", "C", "H", "C", "C", "H", "C", "C", "C", "H", "H", "H", "H", "C", "H", "H", "C", "C", "H", "H", "C", "F", "H", "F", "H", "C", "H", "H", "C", "C", "C", "H", "H", "C", "C", "C", "H", "C"], "positions_angstrom": [[3.237, -2.058, 0.594], [2.551, -3.012, -1.221], [2.916, -4.269, -0.791], [-0.813, 1.542, 1.113], [-4.901, -0.501, 1.461], [2.919, 4.441, -2.190], [0.459, -2.103, 1.308], [3.885, 5.391, 0.070], [-2.598, -1.174, 2.399], [-3.718, 1.688, 0.320], [2.730, -1.935, -0.365], [-3.544, -1.726, -0.230], [-1.212, -2.679, 1.185], [2.737, 1.641, 0.161], [3.767, 3.554, 1.223], [-2.709, 0.838, -0.873], [1.621, -0.513, -1.985], [-1.021, -0.519, 1.080], [3.354, 2.230, 1.286], [1.217, 0.448, -2.301], [-2.526, 0.583, 2.158], [3.471, 1.650, 2.202], [-4.481, 0.721, -0.958], [-2.441, -0.387, 1.643], [2.348, -0.075, 1.311], [-0.360, -2.100, -0.258], [-3.613, -0.464, 0.635], [1.531, -1.613, -2.836], [2.386, 1.900, -1.977], [-5.783, -0.549, 0.811], [-0.508, -1.919, 0.818], [4.363, 4.112, 2.332], [-4.907, -1.382, 2.115], [0.966, -1.438, -4.079], [0.767, 0.622, 0.483], [2.719, 2.357, -1.050], [1.860, -3.735, -3.148], [-4.980, 0.395, 2.090], [-0.310, 0.590, 0.890], [1.970, -2.885, -2.481], [2.168, -0.688, -0.705], [-4.439, -1.787, -0.862], [-3.512, -2.629, 0.392], [2.029, 0.349, 0.352], [-3.624, 0.769, -0.273], [3.091, 3.701, -1.040], [-2.671, -1.723, -0.893], [3.608, 4.341, 0.083]], "mulliken_charge": [0.5179, 0.3587, -0.3015, 0.3943, -1.8132, -0.2856, 0.4926, 0.4979, 0.5028, 0.3681, -0.3716, -1.6861, 0.4283, 0.5008, 0.3159, 0.3278, -0.5220, 1.5315, -0.6853, 0.4681, 0.4990, 0.4880, 0.4515, -1.8665, 0.8264, 0.1502, 2.2594, 0.1427, 0.4776, 0.4151, -1.4243, -0.2885, 0.4353, -0.3079, -0.0807, -0.5580, 0.4956, 0.4079, -1.7138, -0.7323, 0.4151, 0.4697, 0.3214, 0.5263, -1.7165, 0.2879, 0.2715, -0.6915], "mol_weight_g_mol": 351.407, "energy_ha": -1213.095457, "charge": 1, "de_lowest_kcal_mol": 18.18}